<w>
A molecular structure, C2H4FO3S2. Source: OMol25; level of theory: ωB97M-V/def2-TZVPD.

HOMO (alpha / beta) ... -5.884 / -5.885 eV
Net charge ... -1
Gap between HOMO and LUMO (alpha / beta) ... 8.9 / 8.9 eV

Cartesian coordinates (Å):
1 C -0.29 0.75 -0.08
2 C -0.11 -1.93 -0.73
3 O -1.71 -3.39 0.23
4 O -2.17 -2.83 -2.03
5 O -0.38 -4.48 -1.57
6 F 1.83 -1.38 -1.71
7 S -1.12 -0.67 -1.00
8 S -1.15 -3.32 -1.13
9 H 0.73 0.58 -0.41
10 H -0.69 0.50 0.98
11 H -0.66 1.54 -0.52
12 H 0.68 -2.00 0.07


<x>
A molecular structure, C2H4FO3S2. Source: OMol25; level of theory: ωB97M-V/def2-TZVPD.

HOMO ... -5.004 eV
Net charge ... -1
Gap between HOMO and LUMO ... 6.3 eV

Cartesian coordinates (Å):
1 C -0.62 -0.83 1.78
2 C 0.38 0.52 -0.37
3 O 0.00 -0.16 -2.68
4 O 1.76 1.54 -2.45
5 O 2.15 -0.75 -1.66
6 F -2.41 1.65 0.99
7 S 0.67 -0.86 0.47
8 S 1.19 0.30 -1.97
9 H -0.13 -0.80 2.74
10 H -1.20 -1.74 1.69
11 H -1.26 0.03 1.64
12 H -0.51 1.11 -0.18


Energies, relative to the best one, in kJ/mol: <w> 43.4; <x> 0.0.


<w>
2 unconnected molecules or ions with the total composition C3H3NS2. Source: OMol25; level of theory: ωB97M-V/def2-TZVPD.

HOMO ... -9.491 eV
Net charge ... 0
Gap between HOMO and LUMO ... 8.6 eV

Cartesian coordinates (Å):
1 C -2.35 1.87 -0.43
2 C -1.67 -0.09 0.07
3 C -0.20 -0.15 -0.03
4 N -2.72 2.94 -0.62
5 S -2.65 -1.25 -0.69
6 S -2.68 -0.73 1.32
7 H 0.17 -0.49 -1.00
8 H 0.02 -0.91 0.65
9 H 0.20 0.75 0.28


<x>
2 unconnected molecules or ions with the total composition C3H3NS2. Source: OMol25; level of theory: ωB97M-V/def2-TZVPD.

HOMO ... -9.914 eV
Net charge ... 0
Gap between HOMO and LUMO ... 8.3 eV

Cartesian coordinates (Å):
1 C -1.94 -1.87 -0.04
2 C -2.68 0.24 0.11
3 C -0.09 0.28 0.17
4 N -2.14 -3.01 -0.19
5 S -4.24 0.24 -0.01
6 S -1.50 1.45 0.11
7 H 0.67 0.79 0.65
8 H 0.28 0.21 -0.87
9 H -0.67 -0.61 0.36


Energies, relative to the best one, in kJ/mol: <w> 0.0; <x> 71.4.